# 1
The following is a quantum chemistry calculation of one molecule with the formula C4H6N2O, from the OMol25 dataset.

The geometry in XYZ format:
```
13
Properties=species:S:1:pos:R:3:forces:R:3
N 0.60215 2.06296 0.85035 0.1 0.1 -0.2
C 0.34080 0.81372 0.24273 0.0 -0.2 -0.1
C 1.10710 -0.04106 -0.50133 0.0 0.2 0.0
C 0.30681 -1.18891 -0.80138 -0.1 -0.1 0.0
C -0.89548 -0.99281 -0.18875 0.3 0.1 0.0
O -1.94786 -1.84222 -0.03646 0.0 -0.1 0.0
N -0.89827 0.22802 0.42429 0.0 -0.1 0.1
H 0.24573 2.82708 0.28258 0.0 0.0 0.1
H 1.60507 2.18935 0.92932 -0.1 0.0 0.1
H 2.14360 0.10447 -0.77470 -0.2 0.1 -0.1
H 0.54734 -2.02707 -1.44072 0.1 0.0 0.2
H -1.53504 -2.71635 -0.01567 -0.4 0.1 0.0
H -1.62195 0.58281 1.02973 0.1 -0.1 -0.1
```
Positions in Å, forces in eV/Å.

Properties
Total charge ... 0
LUMO level ... 0.90 eV
ΔE to the lowest compared entry with this formula, charge and spin ... 22.0 kcal/mol
SMILES ... Nc1ccc(O)[nH]1

=====

# 2
The following is a quantum chemistry calculation of one molecule with the formula C4H6N2O at a distorted geometry, from the OMol25 dataset.

The geometry in XYZ format:
```
13
Properties=species:S:1:pos:R:3:forces:R:3
C -1.80580 -0.19944 -0.00712 -5.0 -2.7 4.6
C -0.59923 0.18751 -0.34854 10.1 6.3 -6.6
C 1.71965 0.38796 0.13631 -0.2 4.8 -0.1
C -0.36634 -0.98947 0.31323 -0.9 -0.1 3.5
H -2.27409 -0.09208 1.01155 0.6 0.2 -1.3
H -2.45722 -0.31553 -0.78605 -1.8 -0.8 -1.6
H -0.33793 -0.03028 -1.51280 -1.2 0.4 2.3
H 0.61516 2.02832 -0.31813 0.3 4.9 -2.0
H 2.74488 0.91705 0.45714 -2.5 -1.0 -1.3
H -0.29642 -0.61652 1.40884 0.4 -1.7 -1.4
N 0.50958 1.17201 -0.00198 -0.8 -5.8 3.6
N 1.78224 -0.80049 -0.18161 3.9 -2.2 0.8
O 0.76553 -1.64905 -0.17084 -2.8 -2.4 -0.6
```
Positions in Å, forces in eV/Å.

Properties
Total charge ... 0
LUMO level ... 0.92 eV
ΔE to the lowest compared entry with this formula, charge and spin ... 188.3 kcal/mol
SMILES ... C1=NO[C@@H]2C[C@H]2N1

=====

# 3
The following is a quantum chemistry calculation of one molecule with the formula C4H6N2O, from the OMol25 dataset.

The geometry in XYZ format:
```
13
Properties=species:S:1:pos:R:3:forces:R:3
C -2.44068 0.00495 0.32803 0.1 -0.1 -0.2
C -0.99263 -0.06715 -0.13947 0.3 0.3 0.3
C 1.42760 -0.90033 -1.34471 -0.7 0.3 0.2
C 1.74544 0.01227 -0.31794 0.0 -0.2 -0.1
O 3.13087 0.07219 -0.48275 0.0 0.1 0.3
N 1.19195 0.59918 0.66858 0.3 -0.1 -0.1
N -0.19448 0.46598 0.73907 0.0 -0.1 -0.2
H -2.60997 0.50937 1.30103 0.3 -0.1 -0.3
H -2.86687 -1.00226 0.40144 0.1 0.1 -0.1
H -3.03908 0.53871 -0.42028 0.2 -0.2 0.0
H 1.60998 -0.46152 -2.33888 -0.5 0.0 0.2
H 3.54563 -0.66230 -0.00914 -0.1 0.1 0.0
H -0.50774 0.89090 1.61502 -0.1 -0.1 -0.2
```
Positions in Å, forces in eV/Å.

Properties
Total charge ... 0
LUMO level (alpha / beta) ... -0.49 / -0.49 eV
ΔE to the lowest compared entry with this formula, charge and spin ... 167.1 kcal/mol

=====

# 4
The following is a quantum chemistry calculation of one molecule with the formula C4H6N2O at a distorted geometry, from the OMol25 dataset.

The geometry in XYZ format:
```
13
Properties=species:S:1:pos:R:3:forces:R:3
C 0.19455 -1.03248 -1.53593 0.4 -0.4 -0.7
C 0.39577 -0.13745 -0.51832 -1.2 -3.3 -2.2
C -0.85561 -0.09524 1.72122 2.2 -0.2 -1.6
C 0.91853 1.15134 -0.80693 -0.6 2.0 -0.4
H -0.01179 -2.10577 -1.27673 -0.2 1.3 -0.2
H 0.31096 -0.85632 -2.68262 0.1 0.2 2.5
H 0.79038 -1.28526 1.21268 -1.1 1.2 -1.0
H -0.84932 -0.78995 2.59298 -0.2 1.0 -0.4
H -1.62475 1.37838 0.70562 0.6 0.4 -0.8
H 1.18650 1.69254 0.08132 0.7 0.6 0.8
N 0.17235 -0.53681 0.80131 0.2 -1.5 2.8
N -1.56044 0.93653 1.59606 -1.2 -1.0 1.4
O 0.93287 1.68049 -1.89066 0.3 -0.1 -0.3
```
Positions in Å, forces in eV/Å.

Properties
Total charge ... 0
LUMO level ... -0.43 eV
ΔE to the lowest compared entry with this formula, charge and spin ... 62.1 kcal/mol
SMILES ... [H]/N=C\NC(=C)C=O

=====

# 5
The following is a quantum chemistry calculation of a 2-piece molecular cluster, C4H6N2O overall at a distorted geometry, from the OMol25 dataset.

The geometry in XYZ format:
```
13
Properties=species:S:1:pos:R:3:forces:R:3
C 2.92952 0.08554 -0.06383 -3.8 0.5 0.1
C 0.49220 0.37941 0.09081 -1.1 0.2 0.0
C 4.28155 -0.12565 -0.12109 2.4 -0.3 -0.1
C -4.96034 -0.17621 0.03730 -1.8 -0.3 0.6
N 1.77576 0.25273 -0.02720 3.3 -0.4 -0.1
N -0.64378 0.48200 0.18351 -0.3 -0.1 0.1
O -3.82172 0.06744 -0.33811 1.6 0.4 -0.5
H 4.78438 0.32850 0.74711 -0.2 0.0 0.0
H 4.71832 0.31346 -1.03126 -0.2 0.0 0.0
H 4.50983 -1.20320 -0.12285 -0.2 0.1 0.0
H -5.26378 -0.32559 1.08289 0.4 0.1 -0.1
H -5.74250 -0.24342 -0.73405 0.4 0.0 0.1
H -3.05944 0.16499 0.29677 -0.6 -0.1 -0.1
```
Positions in Å, forces in eV/Å.

Properties
Total charge ... +2
LUMO level ... -8.89 eV
ΔE to the lowest compared entry with this formula, charge and spin ... 0.0 kcal/mol

=====

# 6
The following is a quantum chemistry calculation of one molecule with the formula C4H6N2O2 at a distorted geometry, from the OMol25 dataset.

The geometry in XYZ format:
```
14
Properties=species:S:1:pos:R:3:forces:R:3
C -0.81679 0.41014 1.34883 -1.2 -2.3 3.6
C -0.15073 0.31742 0.09190 2.0 2.2 -3.8
C 0.67257 -0.75751 -0.37233 1.6 -5.4 0.0
C 0.88730 -0.83778 -1.92223 0.7 0.8 -0.6
H -1.58237 1.87489 2.49489 -1.1 -1.6 -3.0
H -1.49494 2.07983 0.85044 -0.2 1.5 -1.4
H -0.84103 -0.42882 3.15959 -0.6 0.5 0.2
H 0.29994 -1.82832 -0.12974 0.3 1.6 -0.1
H 1.66921 -0.79506 0.18471 -1.1 0.4 -0.9
H 0.18595 -0.17995 -2.60100 0.9 -1.2 1.2
N -1.76976 1.38602 1.48825 0.9 1.7 4.2
N -0.49848 -0.48798 2.21592 0.9 0.2 -1.6
O -0.02910 1.27071 -0.68573 -1.5 0.7 1.4
O 1.78995 -1.49603 -2.40992 -1.5 0.9 0.8
```
Positions in Å, forces in eV/Å.

Properties
Total charge ... 0
LUMO level ... -0.53 eV
ΔE to the lowest compared entry with this formula, charge and spin ... 55.8 kcal/mol
SMILES ... [H]/N=C(\N)C(=O)CC=O